{"formula": "C21H22O9", "method": "the ωB97M-V functional and the def2-TZVPD basis", "de_lowest_kcal_mol": 448.5, "spin_multiplicity": 1, "gap_ev": 7.52, "homo_ev": -8.35, "species": ["C", "H", "H", "H", "O", "C", "C", "C", "C", "C", "C", "O", "C", "H", "H", "H", "O", "C", "H", "H", "H", "H", "C", "C", "C", "O", "C", "C", "C", "C", "C", "C", "O", "H", "O", "C", "H", "H", "H", "O", "C", "H", "H", "H", "O", "C", "H", "H", "H", "O", "H", "H"], "positions_angstrom": [[-4.940, -0.895, -2.450], [-5.240, -1.208, -3.445], [-5.955, -1.046, -1.908], [-4.814, 0.293, -2.446], [-3.815, -1.317, -1.835], [-3.320, -1.261, -0.617], [-1.970, -0.861, -0.338], [-1.701, -0.381, 0.806], [-2.521, -0.647, 1.871], [-3.839, -1.270, 1.736], [-4.196, -1.545, 0.171], [-5.449, -1.929, 0.096], [-5.580, -3.261, -0.131], [-6.601, -3.656, -0.548], [-5.027, -3.330, -1.247], [-4.994, -4.169, 0.440], [-4.693, -1.627, 2.831], [-4.276, -1.379, 4.055], [-4.278, -0.238, 4.071], [-5.143, -1.728, 4.546], [-3.457, -1.802, 4.309], [-2.047, -0.678, 2.811], [-0.308, -0.034, 0.925], [0.333, 0.209, 2.190], [1.465, 1.085, 2.179], [1.977, 1.160, 3.435], [2.280, 1.004, 1.282], [1.571, 0.637, -0.249], [2.403, 0.654, -1.282], [3.609, 1.117, -1.310], [4.227, 1.633, -0.283], [3.580, 1.631, 1.071], [4.156, 1.867, 2.155], [3.554, 1.763, 3.053], [5.564, 2.135, -0.228], [6.433, 1.798, 0.531], [6.230, 2.646, 1.590], [7.534, 1.839, 0.272], [6.470, 0.801, 0.989], [4.275, 1.173, -2.738], [5.526, 1.086, -2.728], [6.254, 0.294, -2.326], [5.765, 1.071, -3.852], [6.037, 2.231, -2.435], [1.700, 0.392, -2.517], [1.173, 1.258, -3.316], [0.605, 1.994, -2.842], [0.701, 0.709, -4.040], [2.151, 1.855, -3.876], [0.493, 0.158, -0.186], [-0.380, 0.280, 3.108], [-1.524, -0.514, -1.350]], "atomic_forces_ev_per_a": [[-3.7740, 4.9878, 1.6260], [1.4949, -0.5970, -0.2935], [1.8255, 0.0152, -0.2480], [-0.7616, -2.1024, -0.5365], [3.0830, -2.5678, -4.9386], [4.9939, 2.1493, -5.7925], [-3.4515, 0.0870, -9.3814], [3.2134, -0.3623, 1.9100], [-4.6319, -2.1864, 2.2908], [2.6238, 0.6682, -1.4983], [-5.2428, -0.7657, 16.0555], [-2.4694, 0.4551, 0.5828], [1.3772, -5.2219, -5.8489], [1.3691, 1.3448, 1.7977], [-0.9703, -0.6958, 2.4231], [-1.4956, 2.9168, -0.4146], [0.9161, -1.0190, -8.8199], [-4.8909, 5.9449, 0.4834], [0.6333, -1.0867, 1.1703], [-0.4631, -0.2532, 1.9530], [5.7448, -2.8001, 1.9455], [0.0051, 0.4836, 1.2835], [3.7030, 2.1575, 5.4428], [-5.5800, 1.5197, -2.8935], [-3.6771, -3.8585, 14.4362], [-0.4390, 2.2227, -1.6385], [6.5343, 1.4540, -17.5530], [9.9210, 3.3773, 7.5952], [-6.9392, -1.0164, -4.9271], [5.6223, 1.6971, -5.7626], [3.2552, 1.7049, 6.9722], [-2.8787, -3.2059, -1.8367], [2.0526, 1.9519, 3.7780], [-0.2075, -0.4213, -2.2505], [-9.2717, 2.3897, -9.3809], [7.9127, -0.6006, 11.5153], [1.7617, -2.5366, -2.2225], [-1.1747, 0.8771, -0.7859], [-0.9693, -0.2756, 0.0132], [-9.1204, -1.2394, 4.9956], [10.4062, 3.6807, -2.8580], [-1.9060, 0.5396, 0.2974], [0.1237, -0.2012, 1.2225], [-0.8836, -3.2322, -0.5897], [2.9157, -5.4551, 4.5549], [4.2530, 5.0000, -2.9288], [-1.3936, 1.3754, 0.6370], [-1.6052, -0.8751, -1.9745], [-2.7913, -1.0054, 0.9384], [-10.6608, -3.9408, -0.8932], [1.8087, -0.4885, -1.6617], [0.0991, -0.9896, 2.0087]], "mulliken_charge": [-0.58, 0.28, 0.21, 0.26, -0.48, 0.25, -0.98, 0.24, -0.67, 0.05, 1.62, -0.52, -0.68, 0.35, 0.19, 0.25, -0.39, -1.01, 0.38, 0.30, 0.41, 0.28, 0.69, -0.91, 1.53, -0.91, -0.70, 0.68, -0.07, 0.15, 0.07, 0.44, -0.49, 0.48, -0.33, -0.67, 0.12, 0.25, 0.33, -0.30, -0.72, 0.29, 0.27, 0.18, -0.47, -0.65, 0.31, 0.29, 0.15, -0.26, 0.23, 0.25]}

***

{"formula": "C15H29FeNSi2", "method": "the ωB97M-V functional and the def2-TZVPD basis", "de_lowest_kcal_mol": 0.0, "total_charge": -2, "spin_multiplicity": 5, "gap_ev": [1.93, 6.11], "homo_ev": [3.24, -1.02], "species": ["C", "C", "C", "C", "C", "Fe", "C", "C", "C", "N", "H", "H", "H", "H", "H", "H", "H", "H", "H", "H", "C", "Si", "C", "C", "C", "Si", "C", "C", "C", "H", "H", "H", "H", "H", "H", "H", "H", "H", "H", "H", "H", "H", "H", "H", "H", "H", "H", "H"], "positions_angstrom": [[0.039, -1.190, -3.344], [-1.114, -1.393, -2.561], [-0.797, -2.361, -1.539], [0.546, -2.836, -1.792], [1.092, -2.018, -2.830], [0.620, -0.869, -1.144], [-1.848, 1.939, -2.473], [-0.892, 2.141, -3.374], [-0.059, 2.900, -4.069], [2.311, -0.781, -0.862], [-1.521, -2.738, -0.812], [-2.128, -1.073, -2.826], [1.018, -3.681, -1.292], [2.061, -2.134, -3.289], [0.091, -0.547, -4.219], [-2.794, 1.470, -2.673], [2.977, -0.093, -1.223], [-1.791, 2.345, -1.458], [-0.358, 3.695, -4.755], [1.018, 2.756, -4.067], [-2.153, -1.221, 1.731], [-0.279, -1.453, 1.850], [0.226, -1.187, 3.661], [0.072, -3.276, 1.529], [0.632, -0.183, 0.801], [0.555, 1.638, 1.179], [1.722, 1.877, 2.671], [1.164, 2.780, -0.185], [-1.183, 2.149, 1.689], [-2.660, -2.060, 2.228], [-2.504, -1.196, 0.693], [-2.492, -0.300, 2.220], [0.028, -2.097, 4.247], [1.302, -0.980, 3.737], [-0.314, -0.362, 4.145], [-0.577, -3.733, 0.775], [1.111, -3.436, 1.224], [-0.087, -3.841, 2.460], [1.761, -0.294, 1.034], [2.677, 1.371, 2.473], [1.936, 2.941, 2.829], [1.317, 1.466, 3.605], [0.383, 3.051, -0.898], [1.553, 3.694, 0.274], [1.980, 2.314, -0.740], [-1.929, 1.800, 0.961], [-1.465, 1.760, 2.678], [-1.245, 3.247, 1.737]], "atomic_forces_ev_per_a": [[-0.2565, -0.0909, 0.0559], [-0.0212, -0.8572, 0.0336], [-0.4430, -0.7319, -1.2028], [-1.1314, -0.4967, -0.1605], [-1.2105, -0.8716, -0.4082], [0.6391, 1.1464, 0.3321], [0.0609, 0.2906, -0.5685], [-0.2363, 1.8050, 0.8449], [0.5359, -1.0405, 0.1119], [2.5920, 0.0337, -0.3497], [0.3696, 0.0277, -0.3816], [0.5930, 0.3980, 0.4841], [0.0646, 0.5719, 0.0425], [0.1111, 0.1719, 0.2741], [0.1166, -0.0074, 0.4099], [0.0326, -0.9269, -0.1691], [-0.2984, 0.3110, -0.0085], [0.1994, 0.3287, -0.4583], [-0.5542, 0.4033, 0.4301], [-0.1659, -0.6217, -0.2956], [-0.2625, -0.2325, 0.1969], [0.5308, 1.7281, -0.7007], [-0.0945, -0.3855, 0.5005], [0.0920, -0.4381, 0.1578], [0.3440, -0.2854, 1.0894], [-0.2327, -1.3977, 0.0192], [0.0505, 0.4138, 0.0275], [0.0634, 0.0599, 0.2601], [-0.2007, 0.5941, 0.1431], [-0.0141, 0.0667, -0.0444], [0.1542, 0.0366, 0.1016], [0.1277, -0.1197, -0.0941], [0.0025, 0.1199, 0.0718], [-0.2046, -0.0146, -0.0791], [0.1094, -0.0570, -0.1700], [0.1526, 0.1674, 0.0329], [-0.0673, 0.0703, -0.0370], [0.0187, 0.0947, -0.0542], [-1.5717, -0.2117, -0.1175], [-0.1475, 0.0774, -0.0135], [0.0204, -0.0417, 0.0996], [-0.0071, 0.0368, -0.2052], [0.0366, -0.0639, 0.0161], [-0.0417, 0.1061, -0.0873], [-0.0142, -0.0710, -0.0394], [0.1837, 0.0802, 0.1089], [0.1092, -0.0029, -0.1879], [-0.1346, -0.1738, -0.0112]], "mulliken_charge": [-0.56, -0.61, -0.81, 0.00, -0.88, 0.59, -1.48, -0.35, -2.12, -0.57, 0.58, 0.40, 0.44, 0.44, 0.53, 1.02, 0.01, 0.07, 1.53, 0.37, -1.13, 0.01, -1.25, -1.20, 0.72, 0.12, -1.21, -1.05, -1.13, 0.38, 0.28, 0.36, 0.33, 0.31, 0.28, 0.31, 0.28, 0.45, 0.06, 0.34, 0.40, 0.26, -0.06, 0.47, 0.22, 0.14, 0.36, 0.36]}